[1]
{"formula": "C6H12O", "method": "ωB97M-V with the def2-TZVPD basis set", "e_above_lowest_kj_mol": 115.32, "homo_ev": -9.6, "orbital_gap_ev": 10.57, "e_tot_ha": -311.01535, "smiles": "CCC(C)=O.C=C", "spin_multiplicity": 1, "species": ["O", "C", "C", "C", "C", "C", "C", "H", "H", "H", "H", "H", "H", "H", "H", "H", "H", "H", "H"], "coordinates": [[1.46816, 1.28547, -0.00132], [-2.36289, 1.11959, 1.39567], [2.55399, -0.63220, -0.89660], [-0.50671, -1.46995, -0.33363], [-1.25831, 1.76104, 1.76226], [0.00249, -0.24791, -1.10819], [1.35102, 0.23898, -0.60617], [-1.51965, -1.72780, -0.65886], [2.71079, -0.69607, -1.97987], [-1.10349, 2.07037, 2.79371], [-2.52893, 0.80831, 0.36539], [3.43840, -0.20038, -0.42505], [-0.54702, -1.26080, 0.74032], [-3.15289, 0.87979, 2.10323], [0.08778, -0.49767, -2.17404], [-0.70142, 0.58377, -1.01045], [0.12614, -2.34887, -0.49749], [-0.45776, 1.98745, 1.06126], [2.40030, -1.65312, -0.53020]]}

=====

[2]
{"formula": "H2O4S3", "method": "ωB97M-V with the def2-TZVPD basis set", "e_above_lowest_kj_mol": 0.00, "homo_ev": [-6.9, -9.8], "orbital_gap_ev": [7.22, 6.72], "s2": 2.007, "e_tot_ha": -1496.50058, "spin_multiplicity": 3, "species": ["S", "S", "S", "O", "O", "O", "O", "H", "H"], "coordinates": [[0.74864, 0.26893, -0.05432], [-0.99527, 1.61821, 1.78462], [0.07102, -2.55754, -0.75444], [-0.29222, 1.39223, 0.35492], [1.80001, 0.06538, 0.87878], [-0.34924, -1.08900, 0.02057], [0.94921, 0.66381, -1.46030], [-2.24252, 1.83205, 1.23736], [0.31037, -2.19407, -2.00719]]}

=====

[3]
{"formula": "C45H126N2O19", "method": "ωB97M-V with the def2-TZVPD basis set", "total_charge": 1, "homo_ev": [-10.5, -10.5], "orbital_gap_ev": [8.72, 3.47], "s2": 0.754, "e_tot_ha": -3328.62603, "spin_multiplicity": 2, "species": ["O", "O", "O", "O", "O", "O", "O", "O", "O", "O", "O", "O", "O", "O", "O", "O", "O", "O", "O", "N", "N", "C", "C", "C", "C", "C", "C", "C", "C", "C", "C", "C", "C", "C", "C", "C", "C", "C", "C", "C", "C", "C", "C", "C", "C", "C", "C", "C", "C", "C", "C", "C", "C", "C", "C", "C", "C", "C", "C", "C", "C", "C", "C", "C", "C", "C", "H", "H", "H", "H", "H", "H", "H", "H", "H", "H", "H", "H", "H", "H", "H", "H", "H", "H", "H", "H", "H", "H", "H", "H", "H", "H", "H", "H", "H", "H", "H", "H", "H", "H", "H", "H", "H", "H", "H", "H", "H", "H", "H", "H", "H", "H", "H", "H", "H", "H", "H", "H", "H", "H", "H", "H", "H", "H", "H", "H", "H", "H", "H", "H", "H", "H", "H", "H", "H", "H", "H", "H", "H", "H", "H", "H", "H", "H", "H", "H", "H", "H", "H", "H", "H", "H", "H", "H", "H", "H", "H", "H", "H", "H", "H", "H", "H", "H", "H", "H", "H", "H", "H", "H", "H", "H", "H", "H", "H", "H", "H", "H", "H", "H", "H", "H", "H", "H", "H", "H", "H", "H", "H", "H", "H", "H"], "coordinates": [[-17.15931, 25.10491, -4.54302], [-24.56325, 24.87428, -8.44442], [-20.58997, 26.76973, -9.21852], [-22.66524, 25.42338, -3.75433], [-16.04270, 23.39397, -11.84367], [-29.11216, 28.39981, -12.22336], [-18.12595, 27.41892, -5.43943], [-32.65067, 31.54902, -11.89865], [-24.97848, 25.97846, -12.37627], [-29.33742, 24.89402, -9.07853], [-24.11093, 19.51826, -10.61842], [-27.05611, 26.17939, -8.31899], [-24.01635, 28.58160, -7.03852], [-24.07819, 29.82295, -11.06152], [-15.90082, 26.39000, -12.07076], [-23.97569, 26.65863, -14.70593], [-22.77278, 24.59019, -15.84555], [-16.86006, 31.91369, -9.78264], [-21.81411, 28.45628, -10.97153], [-31.43364, 29.34479, -10.51729], [-22.44740, 25.17672, -10.71523], [-18.63635, 27.96889, -4.26968], [-24.87879, 27.42385, -15.41198], [-17.49539, 23.82996, -6.52232], [-23.41831, 27.78157, -8.02195], [-25.15209, 26.89250, -11.28041], [-22.94755, 24.54511, -11.91395], [-24.03034, 21.00981, -12.55745], [-33.18890, 30.99423, -10.68231], [-17.63109, 31.08787, -8.97944], [-33.55039, 32.26027, -12.67338], [-25.60530, 23.19892, -7.27431], [-21.32721, 28.04626, -12.22451], [-24.50040, 24.71982, -11.98566], [-29.77222, 22.63405, -9.84401], [-26.15062, 26.62301, -15.64032], [-21.10766, 24.85958, -10.35472], [-28.45155, 27.42888, -13.02107], [-19.31139, 24.13562, -4.65157], [-21.18146, 25.63277, -17.35723], [-20.55780, 24.88981, -15.01538], [-17.45586, 28.37936, -3.38949], [-30.08418, 29.08580, -10.05318], [-17.14439, 27.26037, -10.18551], [-32.02267, 30.50084, -9.82165], [-24.63646, 23.49962, -8.39528], [-26.17319, 20.29606, -11.44678], [-17.57667, 31.55724, -7.55270], [-14.66319, 26.52465, -9.98719], [-29.44137, 24.12056, -10.22420], [-21.41503, 24.62737, -16.22673], [-23.25626, 22.82553, -8.23512], [-23.79629, 31.01943, -11.71460], [-20.75480, 25.41234, -8.96455], [-15.71995, 27.17035, -10.86858], [-25.02317, 28.67600, -14.44902], [-28.07997, 24.26977, -10.92969], [-29.38603, 27.96541, -10.86834], [-19.89342, 27.40882, -8.24047], [-17.84884, 23.98765, -5.06238], [-22.86219, 26.00909, -4.99894], [-19.08635, 31.12933, -9.47935], [-24.78574, 19.93597, -11.81040], [-27.39605, 27.28278, -7.56397], [-19.57547, 29.08510, -4.67517], [-17.34678, 23.32812, -12.35459], [-15.96027, 31.77402, -9.47855], [-30.25786, 24.51824, -10.82694], [-22.45208, 24.89144, -12.82096], [-27.66725, 27.09518, -6.52506], [-26.85863, 20.12697, -12.27724], [-23.87045, 30.90302, -12.79583], [-24.94150, 24.14633, -12.80091], [-19.86263, 25.04056, -4.90716], [-29.80394, 22.04113, -10.75808], [-25.02584, 23.10617, -9.33425], [-33.02235, 32.56969, -13.57533], [-23.27314, 29.30630, -11.14257], [-30.05221, 27.10455, -10.81173], [-21.16637, 23.63907, -16.61341], [-27.85633, 25.28640, -11.25302], [-24.58745, 18.79894, -10.19758], [-15.36130, 28.17077, -11.11069], [-33.68647, 31.81063, -10.15885], [-24.06331, 29.06552, -14.10984], [-25.44865, 23.85316, -6.41668], [-17.83624, 26.53072, -5.21859], [-25.76597, 27.77580, -11.45658], [-22.96080, 20.80696, -12.50225], [-19.80106, 28.42302, -8.62902], [-25.03782, 24.37104, -11.10382], [-23.41733, 21.76610, -8.03563], [-20.41842, 25.25295, -11.10193], [-19.74845, 29.78014, -3.85352], [-22.53209, 28.29305, -8.39757], [-20.24502, 27.91702, -12.20823], [-23.09426, 25.12545, -9.94126], [-16.51321, 26.92140, -12.58472], [-17.61897, 26.28008, -10.14166], [-30.75535, 22.50567, -9.39115], [-16.62478, 24.72974, -3.83935], [-25.42856, 25.26688, -8.30762], [-21.35739, 26.69201, -17.16976], [-30.04190, 28.80253, -9.00148], [-20.91534, 23.79057, -10.26353], [-19.11226, 29.63678, -5.49320], [-18.37612, 31.09838, -6.97095], [-17.52322, 23.14582, -4.45130], [-27.82918, 25.74372, -8.68527], [-13.71906, 26.56941, -10.53007], [-26.50645, 27.91263, -7.56705], [-18.07538, 22.97095, -6.85967], [-17.53428, 22.27453, -12.56163], [-27.02030, 27.25614, -15.81608], [-27.54478, 27.17870, -12.47034], [-22.68731, 23.48771, -11.86613], [-19.95387, 23.41712, -5.16057], [-21.72662, 25.41285, -18.27514], [-29.50986, 29.98561, -10.27360], [-22.40814, 26.16035, -3.19543], [-17.35726, 23.85622, -13.30806], [-23.19031, 25.31216, -5.77013], [-24.25383, 21.97462, -12.10216], [-19.32182, 32.16865, -9.70837], [-25.45935, 22.15631, -6.99192], [-17.74398, 24.67146, -7.16899], [-20.40847, 27.42043, -7.27990], [-20.74464, 24.09241, -14.29611], [-25.57972, 28.41867, -13.54782], [-22.81231, 31.39631, -11.43559], [-16.47112, 23.53475, -6.74998], [-24.38105, 26.37441, -13.88343], [-26.19227, 21.33225, -11.10910], [-20.17936, 25.47020, -17.75406], [-21.97504, 26.54828, -5.33111], [-19.29543, 27.25959, -3.76906], [-28.12570, 27.97385, -7.98600], [-29.07840, 26.56249, -13.23207], [-19.18741, 30.65586, -10.45594], [-21.58107, 25.33488, -8.25790], [-23.67808, 26.72081, -4.87293], [-24.55757, 31.74331, -11.42384], [-17.37580, 30.02828, -8.99274], [-24.21316, 29.38275, -7.52948], [-22.99982, 25.46240, -15.51494], [-19.44779, 23.95820, -3.58480], [-14.44871, 27.06232, -9.06361], [-20.56651, 28.67678, -4.87324], [-16.87369, 29.23061, -3.74239], [-26.55878, 19.61798, -10.68545], [-19.49471, 24.95912, -15.24590], [-19.75939, 30.57826, -8.82251], [-15.65300, 24.24834, -12.04313], [-27.31150, 23.85954, -10.27451], [-20.89728, 25.82307, -14.56608], [-33.90161, 30.18943, -10.86245], [-16.61031, 31.34431, -7.09563], [-28.07092, 27.88306, -13.93591], [-24.50562, 27.75688, -16.38045], [-28.39090, 27.72928, -10.49143], [-25.51069, 29.48956, -14.98616], [-19.89215, 24.89209, -8.54827], [-24.31530, 21.09432, -13.60615], [-21.70864, 27.73874, -10.34255], [-26.64986, 23.36342, -7.53875], [-17.70380, 28.02548, -10.72380], [-32.47652, 30.28920, -8.85348], [-18.07244, 23.71264, -11.63788], [-34.32794, 31.57694, -13.01481], [-23.12196, 26.80820, -7.63099], [-16.71955, 27.58210, -3.28793], [-21.49368, 28.86387, -12.92586], [-29.05316, 22.26992, -9.11021], [-24.16805, 27.31080, -11.06876], [-21.65975, 27.07601, -12.59351], [-17.08257, 27.56287, -9.14015], [-31.34586, 31.33171, -9.62249], [-24.17075, 27.69048, -8.80528], [-18.88329, 27.02130, -8.10799], [-22.79979, 22.99630, -9.21010], [-14.84161, 25.47916, -9.73576], [-33.95594, 33.09664, -12.10407], [-27.98105, 23.68032, -11.84120], [-31.44072, 29.69156, -11.46587], [-22.59611, 23.19620, -7.45095], [-25.55130, 26.35420, -10.42078], [-17.88267, 28.60683, -2.41267], [-26.40961, 26.06158, -14.74264], [-17.61790, 32.64540, -7.50491], [-24.78878, 19.05124, -12.44705], [-30.15897, 24.88192, -8.58206], [-26.00990, 25.93312, -16.47240]]}